This record from OMol25 describes a molecular structure, C7H18MgO6S3 at a distorted geometry. The level of theory is wB97M-V/def2-TZVPD.

Output
- strongest force on any atom (eV/Å) = 11.12
- energy (eV) = -57783.3771
- Kohn-Sham gap (eV) = 5.535
- charge = 0
- energy relative to the best compared isomer or geometry (same formula, charge and spin) (kcal per mole) = 55.8
- multiplicity = 1

Last column: Mulliken charge in e.
Cartesian coordinates (Å):
S: -1.9451 2.2553 -0.0969  0.299
S: 1.8694 0.1125 -1.1055  0.379
S: -0.9031 -1.9340 2.4461  0.321
Mg: -1.1116 -0.8885 -0.7437  0.739
O: -1.8769 0.7629 -0.1299  -0.377
O: 0.6470 -0.3555 -0.3721  0.157
O: -0.8980 -2.4877 -1.9334  -0.739
O: -2.7293 -1.6147 -1.7004  -0.709
O: -1.3471 -1.4012 1.1265  -0.398
O: -1.1545 -0.5898 -2.6922  -0.782
C: -0.3204 2.9081 -0.5846  -0.928
C: -2.7912 2.6921 -1.6727  -0.961
C: 2.3948 -1.3222 -2.0658  -1.044
C: 3.1859 0.0485 0.1284  -1.043
C: -1.2968 -0.6959 3.7259  -0.908
C: 0.9499 -1.7677 2.5593  -0.952
C: -1.7742 -1.7486 -2.5755  0.831
H: 0.4917 2.6524 0.0956  0.214
H: -0.6082 -0.9185 4.5398  0.410
H: 1.7275 -1.4899 -2.9104  0.313
H: 1.2818 -2.2257 3.4920  0.527
H: -2.3077 -0.9141 4.0644  0.347
H: -0.2962 4.0013 -0.5569  0.474
H: 3.1043 0.9283 0.7643  0.300
H: 1.3859 -2.3565 1.7537  0.243
H: 3.1837 -0.8988 0.6603  0.252
H: 2.3571 -2.2107 -1.4361  0.291
H: 3.4069 -1.1539 -2.4365  0.459
H: -2.5312 3.6691 -2.0844  0.391
H: 1.3178 -0.7457 2.4984  0.255
H: -1.2141 0.3012 3.3003  0.219
H: -2.4015 2.0144 -2.4380  0.285
H: -3.8685 2.5762 -1.5969  0.332
H: 4.1281 0.1500 -0.4136  0.478
H: -0.0564 2.6474 -1.6097  0.324

This record from OMol25 describes 3 unconnected molecules or ions with the total composition C2H12N3O2 at a distorted geometry. The level of theory is wB97M-V/def2-TZVPD.

Output
- strongest force on any atom (eV/Å) = 4.35
- energy (eV) = -10830.0768
- Kohn-Sham gap (alpha / beta) (eV) = 4.233 / 8.603
- charge = 0
- energy relative to the best compared isomer or geometry (same formula, charge and spin) (kcal per mole) = 28.9
- multiplicity = 2

Last column: Mulliken charge in e.
Cartesian coordinates (Å):
O: -1.1958 0.5812 -1.9915  -0.645
O: -1.4075 1.8549 0.5100  -0.640
N: -0.3649 -1.9107 -0.9240  -0.634
N: 0.5001 -0.7226 1.0773  -0.121
N: 1.0295 -0.0394 -1.2585  -0.317
C: 0.4453 -0.9100 -0.3762  0.123
C: 1.6500 -0.3436 1.8197  -1.055
H: -0.8989 -2.6071 -0.3071  0.313
H: 2.3526 -1.1649 1.8086  0.357
H: -0.2831 -1.0617 1.5721  0.239
H: -1.2222 -1.2817 -1.3591  0.228
H: -0.8456 2.4464 0.8850  0.260
H: 1.8642 0.7641 1.7201  0.270
H: -2.2487 2.2692 0.7023  0.292
H: 1.6025 0.7479 -1.0785  0.146
H: -2.0447 0.7326 -2.3156  0.333
H: 0.9513 -0.0747 -2.2638  0.185
H: -1.3141 0.9501 -1.1570  0.338
H: 1.4298 -0.2301 2.9363  0.326